# 1
Density functional theory data (ωB97M-V/def2-TZVPD) for 2 unconnected molecules or ions with the total composition C12H28NO3Si2 at a distorted geometry.

Its LUMO energy is -4.451 eV. As for the spin multiplicity: 1. The value obtained for the HOMO-LUMO gap is 7.20 eV. The calculation puts the maximum force at 0.0242 Eh/bohr. The calculation puts the HOMO energy at -11.65 eV. The net charge is +1.

Geometry as XYZ:
```
46
C12H28NO3Si2 ωB97M-V/def2-TZVPD
O 0.125 -0.814 -2.511
C 0.638 -1.483 -3.384
O 1.896 -1.943 -3.265
C -0.152 -1.894 -4.619
C -1.495 -2.557 -4.251
C -2.642 -2.083 -5.177
C -3.050 -0.781 -4.459
C -2.893 -1.180 -3.041
N -2.044 -2.130 -2.959
H 2.264 -2.199 -4.113
H 0.410 -2.594 -5.229
H -0.305 -0.994 -5.208
H -1.375 -3.631 -4.274
H -2.369 -1.890 -6.204
H -3.443 -2.805 -5.057
H -3.971 -0.302 -4.759
H -2.262 -0.032 -4.608
H -3.407 -0.751 -2.195
H -1.828 -2.527 -2.054
O 1.194 0.496 3.080
Si 1.129 1.498 4.395
C -0.611 2.151 4.612
C 2.300 2.937 4.160
C 1.619 0.560 5.928
Si 0.922 0.541 1.461
C 1.252 -1.131 0.707
C 2.037 1.801 0.644
C -0.865 0.995 1.117
H -0.895 2.811 3.789
H -0.683 2.725 5.537
H -1.336 1.336 4.660
H 3.311 2.586 3.945
H 2.336 3.546 5.065
H 1.982 3.580 3.336
H 2.637 0.174 5.852
H 0.948 -0.280 6.115
H 1.574 1.227 6.791
H 2.288 -1.441 0.856
H 1.056 -1.073 -0.365
H 0.603 -1.896 1.140
H 1.793 2.815 0.967
H 1.929 1.758 -0.442
H 3.083 1.611 0.891
H -1.084 2.016 1.434
H -1.546 0.325 1.647
H -1.073 0.923 0.045
```

***

# 2
Density functional theory data (ωB97M-V/def2-TZVPD) for a molecular structure, C34H51BCl3N2O8SV.

Its LUMO energy (alpha / beta) is -2.660 / -2.280 eV. As for the spin multiplicity: 2. The value obtained for the HOMO-LUMO gap (alpha / beta) is 7.64 / 7.95 eV. The calculation puts the maximum force at 0.0126 Eh/bohr. The expectation value of S² is 0.7710. The calculation puts the HOMO energy (alpha / beta) at -10.30 / -10.23 eV. The value obtained for the energy above the lowest of the compared OMol25 structures with the same formula, charge and spin is 18.7 kcal per mole. The net charge is +1.

Geometry as XYZ:
```
101
C34H51BCl3N2O8SV ωB97M-V/def2-TZVPD
V 0.485 -0.137 -0.056
C -0.191 4.991 1.513
N 0.635 3.798 1.387
C 2.073 4.007 1.262
C 0.124 2.584 1.272
O 0.843 1.575 1.128
C -1.391 2.417 1.341
O -1.764 1.056 1.387
C -1.728 0.461 2.663
C -0.627 -0.585 2.732
O -0.001 -0.850 1.694
N -0.380 -1.207 3.867
C -1.220 -1.020 5.046
C 0.673 -2.223 3.931
H -0.332 5.270 2.559
H -1.156 4.854 1.033
H 0.312 5.809 1.002
H 2.460 4.476 2.167
H 2.266 4.660 0.410
H 2.563 3.053 1.102
H -1.818 2.830 0.428
H -1.797 2.958 2.201
H -2.689 -0.028 2.852
H -1.573 1.205 3.449
H -1.360 0.036 5.273
H -0.722 -1.481 5.894
H -2.193 -1.497 4.918
H 1.321 -2.130 3.064
H 0.227 -3.218 3.952
H 1.253 -2.060 4.839
Cl 1.658 2.452 -7.118
C 1.395 1.907 -5.497
C 1.985 0.732 -5.064
C 1.767 0.286 -3.773
Cl 2.470 -1.217 -3.302
C 0.980 1.015 -2.871
O 0.742 0.551 -1.651
C 0.392 2.204 -3.332
C -0.460 3.077 -2.506
O -0.469 3.149 -1.300
C 0.590 2.629 -4.642
H 2.604 0.150 -5.732
H -1.065 3.785 -3.103
H 0.111 3.537 -4.987
C 5.382 -1.661 -0.726
C 4.824 -0.531 0.126
C 5.751 0.670 0.063
O 3.564 -0.135 -0.487
B 2.548 -0.529 0.322
O 2.955 -1.052 1.516
C 4.408 -0.967 1.585
C 4.726 0.063 2.659
C 4.925 -2.330 2.010
H 5.541 -1.289 -1.738
H 4.684 -2.496 -0.782
H 6.333 -2.021 -0.335
H 5.909 0.937 -0.981
H 6.721 0.441 0.507
H 5.329 1.533 0.575
H 4.265 1.026 2.435
H 5.802 0.206 2.768
H 4.330 -0.288 3.612
H 4.613 -3.112 1.322
H 4.525 -2.569 2.996
H 6.014 -2.330 2.076
Cl 1.986 -4.207 0.230
C 0.324 -4.075 0.743
C -0.140 -5.009 1.659
C -1.447 -4.939 2.112
C -2.280 -3.935 1.631
C -1.802 -3.022 0.708
C -0.483 -3.059 0.234
C 0.003 -2.048 -0.729
H 0.527 -5.787 2.006
H -1.814 -5.672 2.819
H -3.311 -3.881 1.960
H -2.459 -2.251 0.319
H -0.782 -1.791 -1.451
H 0.869 -2.395 -1.285
C -5.637 -2.216 -2.025
C -4.469 -2.113 -3.000
C -3.936 -0.695 -3.166
S -3.192 -0.095 -1.619
O -2.046 0.797 -1.987
C -4.517 1.003 -0.998
C -4.368 2.442 -1.475
C -4.650 2.658 -2.956
H -6.007 -3.239 -1.972
H -6.467 -1.577 -2.334
H -5.343 -1.924 -1.014
H -4.779 -2.474 -3.983
H -3.655 -2.765 -2.673
H -4.704 -0.004 -3.511
H -3.097 -0.662 -3.864
H -4.437 0.949 0.089
H -5.471 0.562 -1.291
H -3.352 2.776 -1.253
H -5.047 3.053 -0.874
H -3.904 2.157 -3.573
H -4.618 3.721 -3.200
H -5.639 2.287 -3.233
```

***

# 3
Density functional theory data (ωB97M-V/def2-TZVPD) for 12 unconnected molecules or ions with the total composition C2H29N2O11 at a distorted geometry.

Its LUMO energy is -2.487 eV. As for the spin multiplicity: 1. The value obtained for the HOMO-LUMO gap is 10.74 eV. The calculation puts the maximum force at 0.0454 Eh/bohr. The calculation puts the HOMO energy at -13.22 eV. The value obtained for the energy above the lowest of the compared OMol25 structures with the same formula, charge and spin is 0.0 kcal per mole. The net charge is +1.

Geometry as XYZ:
```
44
C2H29N2O11 ωB97M-V/def2-TZVPD
C -0.440 -3.592 -0.173
N -0.048 -0.444 -1.946
C -0.372 -1.690 -1.685
N -0.010 -2.243 -0.536
H -0.149 -4.240 -1.009
H -1.495 -3.719 0.049
H 0.112 -4.028 0.682
H 0.341 0.255 -1.318
H -0.004 -0.089 -2.902
H -0.773 -2.268 -2.543
H 0.340 -1.638 0.184
H -1.927 0.177 1.662
H -1.345 -0.779 0.466
O -1.155 -0.261 1.251
H -0.167 -1.156 2.472
H 0.819 -1.406 3.710
O 0.499 -1.745 2.873
H 3.595 0.547 1.543
H 4.799 1.469 1.659
O 3.860 1.489 1.442
H 2.478 1.883 0.105
H 1.017 2.124 0.118
O 1.676 1.576 -0.340
H -2.360 2.271 -2.066
H -2.891 1.629 -3.303
O -2.288 1.441 -2.557
H -3.006 1.804 1.237
H -2.836 2.099 2.898
O -2.974 1.520 2.149
H -1.211 -0.501 -5.607
H 0.147 0.266 -5.475
O -0.510 -0.262 -4.994
H 2.222 4.078 2.630
H 2.709 2.431 2.316
O 2.146 3.128 2.720
H -3.540 -1.518 -1.584
H -2.732 -0.164 -2.105
O -2.705 -1.082 -1.761
H 0.522 2.920 1.845
H -0.358 1.549 1.918
O -0.240 2.399 1.501
H 3.414 -1.760 1.686
H 1.978 -1.431 1.425
O 2.862 -1.036 1.363
```

***

# 4
Density functional theory data (ωB97M-V/def2-TZVPD) for 2 unconnected molecules or ions with the total composition C25H36BClFN6O9 at a distorted geometry.

Its LUMO energy is -4.253 eV. As for the spin multiplicity: 1. The value obtained for the HOMO-LUMO gap is 7.15 eV. The calculation puts the maximum force at 0.2031 Eh/bohr. The calculation puts the HOMO energy at -11.40 eV. The net charge is +1.

Geometry as XYZ:
```
79
C25H36BClFN6O9 ωB97M-V/def2-TZVPD
C 7.833 0.007 -0.983
C 6.543 0.288 -2.008
O 5.582 1.096 -1.236
C 5.045 0.280 -0.100
C 3.586 0.941 0.373
C 2.587 -0.262 0.876
C 1.050 0.206 1.202
C 0.222 0.746 -0.148
N -0.687 -0.296 -0.752
C -0.159 -1.122 -1.903
C 1.259 -1.125 -2.723
C 1.540 0.250 -3.597
O 2.830 0.579 -3.870
F 0.486 1.149 -4.140
N -1.199 -2.147 -2.343
C -2.301 -1.770 -1.337
N -3.449 -2.487 -1.375
C -4.708 -2.369 -0.579
C -4.618 -2.973 0.967
O -3.824 -3.973 1.356
Cl -5.709 -2.123 2.252
N -3.448 -3.518 -2.346
C -3.724 -4.865 -1.738
C -2.414 -5.636 -1.041
O -4.884 -5.522 -1.697
C -4.313 -3.181 -3.528
C -3.523 -2.596 -4.881
O -5.632 -3.323 -3.650
N -2.008 -0.659 -0.402
B -2.660 0.056 0.733
O -2.032 -0.007 2.100
O -3.951 0.821 0.690
C -4.026 1.663 -0.514
C -5.642 2.059 -0.685
H 8.838 -0.188 -1.554
H 7.878 0.978 -0.293
H 7.601 -0.916 -0.285
H 7.010 0.882 -2.930
H 6.100 -0.711 -2.443
H 5.745 0.302 0.847
H 4.909 -0.813 -0.533
H 3.780 1.780 1.193
H 3.180 1.505 -0.576
H 2.585 -1.180 0.142
H 3.037 -0.676 1.901
H 0.471 -0.760 1.585
H 0.971 0.981 2.103
H 1.085 1.004 -0.932
H -0.308 1.796 0.053
H 2.133 -1.375 -1.985
H 1.225 -2.020 -3.511
H -5.632 -2.944 -1.070
H -5.035 -1.221 -0.600
H -2.726 -6.507 -0.323
H -1.599 -5.928 -1.838
H -1.905 -4.809 -0.350
H -2.416 -2.970 -4.961
H -4.134 -3.057 -5.797
H -3.646 -1.425 -4.987
H -1.852 -1.002 2.205
H -3.500 2.700 -0.244
H -3.589 1.176 -1.489
H -6.139 1.898 0.377
H -5.807 3.180 -0.976
H -6.167 1.322 -1.430
C 0.856 5.593 5.660
C 0.926 4.309 6.203
C 1.561 3.285 5.499
C 2.130 3.559 4.248
C 2.055 4.845 3.696
C 1.414 5.861 4.408
N 2.822 2.492 3.514
O 2.851 1.364 4.027
O 3.341 2.782 2.426
H 0.365 6.390 6.215
H 0.487 4.108 7.178
H 1.608 2.290 5.936
H 2.487 5.071 2.724
H 1.353 6.863 3.990
```